Entry 1:
{
  "formula": "C41H44AsBrN6O3PdS",
  "method": "ωB97M-V with the def2-TZVPD basis set",
  "species": ["H", "C", "H", "H", "C", "H", "H", "C", "C", "H", "C", "H", "N", "C", "H", "H", "H", "C", "C", "H", "H", "C", "H", "C", "H", "H", "Br", "C", "N", "Pd", "C", "H", "C", "H", "C", "H", "H", "H", "C", "H", "C", "H", "H", "C", "C", "H", "C", "C", "H", "C", "C", "N", "C", "C", "H", "C", "C", "H", "H", "C", "H", "H", "C", "H", "S", "C", "C", "C", "C", "O", "C", "H", "H", "H", "O", "N", "C", "C", "C", "H", "H", "N", "H", "N", "As", "O", "C", "C", "H", "C", "H", "H", "H", "C", "H", "H", "H", "C"],
  "coordinates": [[7.0687, 1.7783, 0.8412], [-0.0730, -2.9577, -3.5402], [0.9657, 2.2087, -3.1964], [1.4605, 2.1963, 6.7319], [-3.9709, -1.2672, -0.7098], [1.5982, 2.6377, -4.7507], [0.3381, -1.6919, -8.5216], [-3.2939, -3.9680, -0.3779], [5.3070, 0.0467, -0.8970], [0.7230, 0.0873, -8.5250], [0.0763, 2.2326, 3.7901], [-0.9552, 2.3835, 0.5807], [-2.7181, -1.6925, -0.5914], [-4.6647, -3.5605, -0.5072], [-2.6642, 1.0052, 5.1470], [-2.9244, -5.0318, -0.2884], [-0.4926, -2.5486, -6.1475], [-1.0575, 1.3675, -1.3288], [-2.4701, 2.5208, -2.9431], [-5.3904, -5.2732, 0.0695], [-2.8613, 1.4948, 1.6725], [-1.4430, 2.4043, -0.3988], [0.3540, 3.4051, 5.9388], [2.0127, 0.2298, 3.3561], [-0.3681, -3.7066, 5.6372], [-1.9283, -4.2690, 7.3962], [-4.6452, 0.3935, -1.3121], [1.6482, 1.8480, -3.9766], [-2.6368, 0.1427, 4.5957], [-1.2056, -0.8225, 0.5243], [1.3288, 2.8991, 5.8740], [2.7536, -0.5682, 3.2507], [0.8275, 0.4184, 2.4577], [-2.6306, 4.0769, 0.0791], [-2.3784, -2.9907, -0.4702], [-2.2486, 2.1999, 3.1498], [6.5395, 3.1717, -0.1564], [-1.0422, -2.7939, -2.9764], [0.9240, -0.5852, -3.7538], [-6.0157, -1.9495, -0.9076], [-2.2961, 3.4226, -0.7249], [7.5671, 1.9454, -0.8828], [-2.8955, 2.6223, -3.9480], [4.1268, -2.0154, -1.6366], [-4.9968, -2.2174, -0.6877], [-3.9272, -2.9160, 7.7910], [0.3003, -1.7198, -4.3357], [-2.6427, 0.2146, 3.2429], [3.5803, -2.6620, -0.9289], [0.3686, -0.6404, -6.5696], [1.0402, 0.4524, -5.9976], [1.2246, 2.1101, 4.6366], [0.1394, -0.7038, -8.0792], [-2.4377, -1.0313, 5.3529], [1.3505, 1.2877, -6.6361], [-2.1111, -3.3866, 6.7919], [-2.7759, 3.5462, -2.0349], [1.1156, 2.2124, 0.2288], [0.6873, -3.2344, -2.7873], [6.7176, 2.0973, -0.1900], [2.1638, 3.5811, 5.8114], [5.1429, -2.3457, -1.6650], [-1.1447, -3.0282, 5.8419], [3.0156, 1.1120, 5.0038], [-2.6392, -1.2799, 2.4024], [4.2508, 2.1243, -0.6812], [5.4470, 1.4188, -0.6420], [-3.3996, -1.4030, 6.3263], [1.1984, 0.5347, -4.5964], [-0.8937, 2.9228, 4.1597], [1.7806, 2.5216, -0.5950], [4.3596, 3.2168, -0.6719], [-3.3351, 4.3984, -2.4018], [2.6836, 1.8558, -3.6154], [-5.6733, -4.4583, -0.3703], [-2.7932, 1.4422, 2.6947], [-1.3087, -1.8817, 5.0722], [4.0903, -0.5535, -1.2355], [2.8539, 0.1729, -1.1745], [-1.4220, 0.6792, -3.3682], [-0.2107, -3.8412, -4.1901], [0.1032, 1.5318, 2.6477], [-1.3009, -3.1863, -0.4960], [-0.2211, 0.3737, -0.9071], [1.0980, -0.6819, -1.6966], [0.5178, -0.5501, 1.6690], [2.9415, 1.5670, -0.8557], [-1.6662, 1.4576, -2.6260], [3.7361, -2.1892, -2.6339], [-0.0164, -1.6805, -5.7147], [-0.6478, -1.6667, 4.2087], [-0.9250, -0.4467, -8.3525], [2.1875, 3.5196, -0.3029], [2.1526, 1.1199, 4.3349], [1.1362, 2.6949, -1.4534], [-4.2502, -0.7514, 6.4560], [6.2102, -0.5785, -0.8427], [-3.2043, -2.5787, 7.0399]],
  "mulliken_charge": [0.2634, -1.6184, -0.1284, 0.3516, 0.2149, 0.4405, 0.3532, -0.6181, -0.8650, 0.3712, 0.3130, 0.2253, 0.1859, 0.6213, 0.3661, 0.2690, 0.4318, 0.4519, -0.4404, 0.3205, 0.0962, 0.0690, 0.3456, -1.1534, 0.4556, 0.3671, -0.0681, -0.8306, 0.0204, 0.9194, -1.1270, 0.4449, 0.5050, 0.4376, -0.5641, 0.4394, 0.3555, 0.1670, -0.5418, 0.4687, -0.4948, 0.3439, 0.3778, -1.5882, -0.7478, 0.3360, 1.0865, 0.0962, 0.2600, 0.7251, -0.9021, 0.1175, -1.4683, -0.0298, 0.3101, -0.4133, -0.9795, -0.6793, 0.3172, -1.4622, 0.3254, 0.4507, -1.0785, 0.4610, -0.3907, -1.1114, 0.3266, -0.5361, 0.9725, -0.8568, -0.3470, 0.2083, 0.3559, 0.3168, -0.5633, -0.3679, 0.3235, 0.6298, 0.0486, 0.2970, 0.5113, 0.3073, 0.6829, -0.0884, 1.4784, -0.6972, 0.6782, -0.3104, 0.2561, -1.0558, 0.3987, 0.2811, 0.4832, -0.2222, 0.0622, 0.4444, 0.3249, -0.5198],
  "total_energy_ev": -203508.522,
  "spin_multiplicity": 3,
  "homo_ev": [-6.008, -7.402],
  "molar_mass_da": 962.15,
  "orbital_gap_ev": [6.40, 5.78]
}

---

Entry 2:
{
  "formula": "C41H44ClIrN7O3S",
  "method": "ωB97M-V with the def2-TZVPD basis set",
  "species": ["H", "H", "C", "C", "C", "H", "H", "H", "H", "C", "C", "Ir", "H", "C", "H", "N", "H", "H", "H", "H", "H", "H", "N", "C", "H", "C", "H", "H", "O", "C", "H", "C", "H", "H", "H", "H", "H", "C", "H", "C", "C", "C", "C", "N", "H", "H", "C", "C", "C", "C", "C", "C", "H", "C", "C", "C", "H", "O", "H", "H", "H", "H", "H", "H", "H", "C", "C", "C", "S", "C", "C", "C", "C", "H", "O", "C", "Cl", "C", "N", "C", "H", "N", "H", "H", "H", "C", "H", "C", "C", "H", "H", "C", "C", "N", "N", "C", "C", "H"],
  "coordinates": [[2.5764, 2.6972, -0.0641], [4.0812, 1.5845, 3.3226], [-3.7293, -2.5771, -0.7012], [1.4744, 2.1760, 1.7467], [2.5528, 1.9074, 0.6858], [0.1517, 1.8367, 4.1342], [2.7004, 1.2862, -3.3581], [1.3363, 4.5898, 0.9803], [2.0944, 2.5377, 4.4797], [-1.3914, 2.1764, -2.1957], [-2.1760, 3.3532, -0.2106], [0.6681, 0.0163, -1.1719], [-2.6796, 4.3210, 1.6561], [-0.6152, -2.5472, 2.9037], [-2.9875, -0.8926, 0.3892], [-0.1505, -2.0477, -2.0863], [-4.1982, 3.9530, -2.8754], [-0.0666, -3.6856, -4.9996], [4.8502, 0.7989, -4.5133], [-1.5422, -2.1841, 2.4796], [3.8780, 4.4107, 0.9063], [-5.2811, -2.4289, -3.6994], [-0.1316, 2.0525, -0.1494], [4.4225, 0.0785, -3.8308], [0.5970, -4.3820, 5.4704], [-3.3790, 3.5530, -2.2932], [3.5278, 1.8589, 1.1677], [-0.7290, 0.7739, 3.0168], [1.6267, -1.2979, 0.3423], [-3.5158, -1.2225, -0.4970], [3.9360, 5.3111, 2.4248], [1.7955, -3.4416, 3.9613], [2.1836, 0.6783, 2.9264], [2.4066, 0.9415, 0.1968], [2.7851, -2.3234, -1.3709], [-1.9274, -5.9670, -1.2625], [-0.5703, 3.6149, 2.7622], [4.0552, 2.6318, 3.6297], [-4.5606, -4.0643, -2.0025], [-0.6109, -3.3316, 4.0458], [-1.3653, -4.0946, -1.9060], [-4.7787, -2.0849, -2.8028], [4.4557, -2.0114, -2.6992], [-3.2922, -3.5058, 0.2904], [2.7310, -3.7918, 4.3769], [2.6709, 4.1574, 4.2358], [-5.0522, 0.2695, -3.6421], [-0.8137, 3.3002, 1.7590], [-0.3099, -3.4895, -3.9650], [-1.9567, 3.7006, 1.1404], [-3.2659, 3.8511, -0.9648], [5.0518, -1.1305, -3.5851], [1.4617, 5.3940, 2.5213], [0.5941, -3.7726, 4.5763], [-2.4304, 2.7207, -2.9141], [0.2282, 0.9352, 3.5175], [-2.5257, 2.4854, -3.9664], [-2.8492, -5.6419, 0.8992], [5.9851, -1.3894, -4.0659], [-4.9054, 1.2931, -3.3008], [-3.9908, 4.4900, -0.4763], [2.7168, -2.4141, 2.3085], [-1.5438, -3.6019, 4.5221], [-1.4395, -5.2973, -3.6828], [0.6974, -1.5866, -3.9099], [3.2294, 0.3571, -3.1900], [-1.0680, -4.3856, -3.2315], [3.3382, 5.1196, 1.5340], [-0.2811, 1.0737, -2.9573], [1.9354, 4.6299, 1.8934], [2.6254, 3.1714, 3.7667], [-1.2311, 2.5094, -0.8185], [3.2637, -1.6665, -2.0845], [-1.0591, -2.6524, -0.3424], [-0.4701, -0.7955, 0.6856], [-2.7685, -4.7560, 0.0763], [5.1789, -3.5335, -2.3411], [0.1204, -2.3221, -3.3646], [-2.1250, -4.9849, -1.1423], [0.1169, 2.4890, 1.0695], [4.6527, 3.2006, 2.9199], [1.3009, 0.9703, 2.5318], [-4.5104, 0.1416, -4.5815], [4.5488, 2.6868, 4.6015], [-3.7251, -3.4447, 1.1997], [0.5863, -2.2195, 2.2847], [-6.1129, 0.1366, -3.8590], [-3.9566, -0.3037, -1.4399], [-4.3751, -3.0082, -1.8547], [3.2603, 6.0617, 0.9888], [0.3960, 0.0829, 4.1743], [1.7930, -2.6718, 2.8096], [-4.5826, -0.7184, -2.6095], [2.6656, -0.5019, -2.3361], [1.8097, 3.3430, 2.5719], [0.5814, -1.3832, 1.0649], [-0.8633, -2.9119, -1.3703], [-3.8054, 0.7554, -1.2623]],
  "mulliken_charge": [0.1252, 0.2348, -0.0846, 1.0307, -2.1814, 0.4643, 0.4035, 0.1653, 0.3110, 1.4374, 1.2016, 4.5525, 0.4832, 0.2372, 0.0908, 0.1601, 0.4446, 0.4499, 0.4342, 0.2971, 0.2688, 0.4392, 0.1250, -0.8433, 0.4222, -0.7561, 0.4547, -0.0987, -1.3628, 0.1266, 0.3173, -0.8519, 0.4300, 0.7526, 0.4755, 0.2766, 0.5636, -1.1994, 0.5079, -1.0421, 0.1356, -0.6850, -0.1638, 0.1098, 0.4516, 0.6051, -1.5358, -0.5100, -1.2348, -1.2388, -1.0516, -0.2260, 0.5039, -0.5110, -0.7209, -0.9586, 0.4811, -0.6694, 0.4617, 0.1687, 0.4419, 0.4818, 0.4644, 0.5034, 0.4497, -0.2336, -0.4040, -1.4005, -0.6254, -0.2464, -0.6832, -0.8620, -0.3940, 1.1901, -1.3432, 0.0858, -0.2049, -0.4141, -0.0185, -1.3818, 0.2809, 0.2469, 0.3139, 0.4381, 0.2862, 0.2461, 0.4608, -0.3097, -0.4645, 0.4674, 0.4888, -0.3887, 0.6380, -0.1674, 0.5381, 0.6622, -1.2280, 0.4105],
  "total_energy_ev": -85996.367,
  "total_charge": 1,
  "spin_multiplicity": 5,
  "homo_ev": [-9.918, -10.525],
  "molar_mass_da": 942.59,
  "orbital_gap_ev": [7.24, 5.84]
}

---

Ordered relative energy (zero: lowest compared OMol25 entry of this formula, charge and spin) results: 0.0, 0.0; unit kJ/mol.